{"formula": "C20H40FN4O3", "method": "wB97M-V/def2-TZVPD", "multiplicity": 1, "charge": 1, "molar_mass_g_mol": 403.56, "lumo_energy_ev": -4.0, "species": ["C", "C", "C", "F", "C", "C", "N", "N", "C", "C", "N", "C", "C", "C", "C", "C", "N", "O", "H", "H", "H", "H", "H", "H", "H", "H", "H", "H", "H", "H", "H", "H", "H", "H", "H", "H", "H", "H", "C", "C", "O", "C", "C", "H", "H", "H", "H", "H", "H", "H", "H", "H", "H", "C", "C", "O", "C", "C", "H", "H", "H", "H", "H", "H", "H", "H", "H", "H"], "xyz": [[0.0293, -2.3240, 3.2358], [0.1682, -1.0988, 2.3236], [1.3912, -1.2343, 1.4311], [2.5193, -1.4716, 2.2095], [1.6484, 0.0129, 0.6329], [2.4775, 1.0029, 1.1833], [2.7914, 2.1361, 0.5987], [2.2783, 2.3231, -0.6025], [2.6807, 3.5715, -1.2798], [3.7720, 3.3214, -2.3179], [5.0894, 3.4037, -1.6893], [1.4624, 1.4695, -1.1958], [1.1000, 0.2594, -0.6073], [0.1584, -0.6877, -1.3047], [0.3526, -0.7970, -2.8190], [1.6429, -1.5283, -3.1505], [1.6347, -2.2199, -4.3616], [2.6118, -1.4358, -2.4244], [0.5147, -3.1937, 2.7900], [0.4874, -2.1635, 4.2110], [-1.0180, -2.5743, 3.3900], [0.2518, -0.1786, 2.9068], [-0.7101, -1.0526, 1.6742], [1.2821, -2.0927, 0.7631], [2.9004, 0.8646, 2.1695], [3.0450, 4.2456, -0.5083], [1.7879, 3.9801, -1.7531], [3.6992, 4.0704, -3.1058], [3.5960, 2.3408, -2.7864], [5.8027, 3.2006, -2.3817], [5.1850, 2.6600, -1.0032], [1.0894, 1.7692, -2.1655], [0.3512, -1.6796, -0.8904], [-0.8757, -0.4261, -1.0686], [-0.5078, -1.2666, -3.2983], [0.4344, 0.1819, -3.3028], [2.5805, -2.5294, -4.5675], [1.0245, -3.0299, -4.3401], [-0.5805, 3.3995, 2.7960], [-0.4091, 3.0907, 1.3207], [-1.5968, 2.7347, 0.6408], [-2.6300, 3.7145, 0.6326], [-2.2333, 5.0270, -0.0170], [-1.0366, 2.5536, 3.3124], [0.3893, 3.6064, 3.2503], [-1.2134, 4.2714, 2.9589], [0.2384, 2.2244, 1.2010], [0.0891, 3.9279, 0.8115], [-3.0008, 3.8842, 1.6481], [-3.4432, 3.2541, 0.0728], [-1.4286, 5.5291, 0.5219], [-3.0880, 5.7026, -0.0331], [-1.9046, 4.8640, -1.0451], [-2.2747, -6.0261, -0.2746], [-2.2765, -5.3076, 1.0620], [-1.8546, -3.9506, 0.9938], [-2.6317, -3.1026, 0.1675], [-4.0914, -2.9963, 0.5703], [-1.2818, -5.9951, -0.7261], [-2.5570, -7.0690, -0.1322], [-2.9820, -5.5878, -0.9800], [-1.5673, -5.7838, 1.7385], [-3.2612, -5.3776, 1.5346], [-2.5484, -3.4060, -0.8838], [-2.1603, -2.1199, 0.2519], [-4.6081, -3.9522, 0.4880], [-4.6054, -2.2862, -0.0782], [-4.1804, -2.6522, 1.6014]], "forces_ev_per_a": [[0.1, -0.1, 0.1], [0.1, -0.5, 0.0], [0.0, 0.1, 0.0], [0.0, 0.1, 0.0], [0.2, 0.0, 0.1], [0.1, -0.1, 0.3], [0.0, -0.2, -0.1], [0.0, 0.1, 0.2], [0.0, 0.2, -0.4], [0.3, -0.3, 0.2], [-0.1, -0.3, -0.1], [-0.2, -0.1, -0.1], [-0.1, 0.1, -0.3], [0.3, -0.2, -0.1], [0.0, 0.0, 0.0], [-0.2, -0.1, 0.1], [0.6, -0.1, 0.5], [-0.1, 0.3, -0.3], [-0.1, 0.0, 0.0], [0.1, 0.1, -0.1], [0.0, 0.0, 0.0], [-0.2, 0.1, -0.1], [0.1, 0.3, 0.0], [0.1, 0.0, 0.1], [0.1, 0.0, 0.0], [-0.1, 0.0, 0.0], [0.0, 0.0, 0.1], [0.0, 0.1, 0.1], [-0.2, 0.1, -0.1], [0.0, 0.2, 0.0], [0.0, 0.1, 0.1], [0.1, 0.0, 0.0], [-0.3, 0.0, 0.0], [0.1, 0.1, 0.0], [0.1, -0.1, 0.1], [-0.1, -0.1, 0.0], [-0.1, -0.1, 0.0], [-0.4, 0.3, -0.3], [-0.1, 0.0, 0.0], [0.0, 0.1, -0.1], [0.1, -0.1, -0.1], [-0.1, 0.1, 0.0], [0.1, 0.0, 0.0], [0.0, 0.0, 0.0], [0.0, 0.0, 0.0], [0.0, 0.0, 0.0], [0.0, 0.0, 0.1], [0.0, 0.0, 0.0], [0.0, 0.0, 0.0], [0.0, 0.0, 0.0], [0.0, 0.0, 0.0], [0.0, 0.0, 0.0], [0.0, 0.0, 0.0], [0.0, 0.1, -0.1], [0.0, -0.1, 0.0], [0.1, 0.1, 0.0], [0.0, 0.0, 0.0], [0.0, 0.0, 0.1], [0.0, 0.0, 0.0], [0.0, 0.0, 0.0], [0.0, 0.0, 0.0], [0.0, 0.0, 0.0], [0.0, 0.0, 0.0], [0.0, 0.0, 0.0], [0.0, 0.0, 0.0], [0.0, 0.0, 0.0], [0.0, 0.0, 0.0], [0.0, 0.0, 0.0]], "lowdin_charge": [-0.07, -0.15, -0.29, 0.02, -0.06, 0.00, 0.17, -0.08, -0.10, -0.25, 0.01, 0.06, -0.10, -0.11, -0.09, -0.51, 0.15, 0.09, 0.08, 0.08, 0.07, 0.12, 0.11, 0.16, 0.15, 0.13, 0.13, 0.12, 0.11, 0.08, 0.07, 0.16, 0.12, 0.14, 0.13, 0.12, 0.11, 0.11, -0.06, -0.30, -0.17, -0.27, -0.07, 0.08, 0.08, 0.07, 0.07, 0.11, 0.11, 0.12, 0.07, 0.08, 0.08, -0.07, -0.27, -0.18, -0.29, -0.07, 0.08, 0.08, 0.07, 0.12, 0.11, 0.11, 0.09, 0.07, 0.08, 0.09]}

{"formula": "C20H40GaN2O3SbSe4Si3", "method": "wB97M-V/def2-TZVPD", "multiplicity": 1, "molar_mass_g_mol": 948.13, "lumo_energy_ev": -1.7, "species": ["Ga", "N", "C", "C", "C", "O", "O", "H", "H", "H", "H", "H", "H", "C", "Si", "C", "C", "C", "Si", "C", "C", "C", "Si", "C", "C", "C", "C", "C", "C", "C", "N", "H", "H", "H", "H", "H", "H", "H", "H", "H", "H", "H", "H", "H", "H", "H", "H", "H", "H", "H", "H", "H", "H", "H", "H", "H", "H", "H", "H", "C", "C", "C", "O", "H", "H", "H", "H", "H", "H", "Se", "Sb", "Se", "Se", "Se"], "xyz": [[-0.1236, 0.4653, 0.7558], [3.9932, 1.7193, 1.0644], [4.0128, 1.8729, -0.4244], [2.8268, 2.7361, -0.9940], [1.4986, 2.3990, -0.4187], [0.5744, 3.1963, -0.2137], [1.3598, 1.1742, -0.1082], [3.0542, 1.4865, 1.4145], [4.1288, 2.6065, 1.4757], [4.2070, 0.8686, -0.8839], [4.8782, 2.4428, -0.6391], [2.6879, 2.4274, -2.0947], [3.0347, 3.7984, -0.9740], [-2.4440, -0.4135, -2.5827], [-0.7558, -0.9788, -2.0665], [-0.1980, -2.5482, -2.8763], [0.2334, 0.3957, -2.8133], [-0.7099, -1.2237, -0.1570], [-2.2115, -1.9091, 0.6855], [-3.7432, -0.8154, 0.8325], [-2.7047, -3.4725, -0.3218], [-1.8065, -2.3276, 2.4867], [0.8396, -2.2967, 0.1307], [2.4532, -2.0758, -0.9157], [0.9363, -4.2145, 0.1971], [1.3466, -1.8098, 1.8635], [2.0988, -2.6425, 2.6570], [2.6400, -2.1552, 3.8361], [2.2436, -0.8512, 4.3019], [1.3823, -0.1031, 3.4613], [1.0074, -0.5923, 2.3023], [-2.3493, -0.2483, -3.6799], [-2.6312, 0.5112, -2.0661], [-3.3344, -1.0087, -2.3596], [-0.4498, -2.5841, -3.9272], [-0.7721, -3.3202, -2.4283], [0.7955, -2.8558, -2.6702], [-0.0265, 0.4273, -3.9088], [1.3758, 0.3145, -2.7734], [0.0082, 1.3830, -2.4002], [-3.4272, 0.1789, 1.0681], [-4.3313, -1.2349, 1.6792], [-4.3943, -0.8050, -0.0115], [-1.8511, -4.0897, -0.5364], [-3.0463, -3.2012, -1.3316], [-3.4994, -4.0706, 0.1024], [-1.3063, -3.3182, 2.6866], [-2.7182, -2.4579, 3.0933], [-1.2557, -1.5220, 2.9516], [2.6622, -1.0066, -0.8832], [2.4399, -2.5448, -1.9685], [3.2876, -2.6137, -0.4375], [0.5620, -4.8263, -0.5841], [0.3838, -4.6704, 1.0880], [2.0372, -4.4190, 0.3018], [2.3962, -3.6454, 2.3909], [3.3624, -2.7129, 4.3818], [2.5928, -0.4540, 5.2002], [1.0979, 0.8485, 3.6947], [-3.4040, 3.9383, -1.0742], [-2.2180, 3.1495, -1.6775], [-1.6197, 3.6823, -2.9692], [-1.7302, 2.2402, -1.0702], [-2.8579, 4.5995, -0.3037], [-4.0439, 3.2251, -0.5649], [-4.0168, 4.5671, -1.7502], [-2.5007, 3.8762, -3.5766], [-1.0447, 2.8084, -3.4100], [-0.9553, 4.5241, -2.7977], [-1.3298, 6.0509, 1.3754], [-0.0490, 4.1648, 2.0163], [2.2094, 3.7809, 3.2261], [0.3795, 4.1994, 4.6930], [-1.1680, 1.9807, 2.2300]], "forces_ev_per_a": [[-0.2, -0.4, 0.5], [-0.8, -0.9, -0.9], [-1.0, -0.4, 1.1], [0.5, -1.6, -2.0], [-0.5, 0.7, 0.7], [0.7, 1.1, -0.2], [0.6, -1.4, 0.0], [0.5, -0.3, -0.5], [0.6, 1.2, 0.5], [-0.8, 0.9, 0.2], [1.1, 0.5, -0.3], [0.3, 0.6, 1.2], [-0.1, 0.1, 0.2], [-0.5, -0.6, -0.7], [-0.4, 0.2, 0.7], [-0.9, 0.1, -0.1], [2.2, 0.7, -0.8], [1.5, 0.4, -0.8], [-0.9, -1.3, -0.3], [0.4, -1.0, 0.8], [-0.1, 0.9, -0.3], [-0.3, -1.5, 0.4], [0.5, -1.2, -0.6], [-0.4, -0.4, -0.8], [-0.4, -0.1, 2.2], [0.0, -0.3, 0.2], [1.1, 0.0, 0.9], [-1.2, 2.6, 0.6], [-0.7, -1.8, -2.9], [2.3, -3.1, 1.1], [-0.6, 0.5, -1.7], [-0.4, 0.1, 0.6], [0.1, 0.6, -0.1], [0.3, -0.3, -0.2], [0.2, 0.1, -0.4], [-0.9, -1.0, 0.4], [0.9, 0.1, -0.3], [0.2, -0.1, 0.9], [-1.5, -0.2, 0.0], [-0.2, -0.3, 0.0], [-0.1, 0.9, 0.3], [0.4, 0.4, -0.4], [-0.3, 0.1, -0.8], [0.5, -0.5, 0.3], [-0.1, 0.3, 0.2], [-0.1, -0.2, 0.3], [0.1, 1.1, -0.5], [0.0, 0.3, -0.4], [0.3, 0.1, 0.2], [0.4, 0.0, -0.6], [-0.1, 1.2, 1.6], [-0.4, 0.3, 0.3], [-0.2, -0.2, -1.3], [0.9, 0.7, -0.8], [-1.1, 0.1, 0.0], [-0.2, 0.0, -0.5], [0.3, -0.5, 0.5], [0.5, 0.6, 1.3], [-0.9, 2.4, 0.7], [1.2, 0.4, 0.4], [-0.6, 2.1, 0.0], [0.0, -2.3, -0.1], [0.0, -1.0, 0.4], [-1.1, -0.8, -1.0], [-0.1, 0.1, 0.3], [0.7, -0.4, 0.2], [0.4, 0.6, -0.5], [-0.5, 1.3, 0.3], [-0.2, 0.2, 0.0], [0.4, 0.1, -0.1], [0.7, -0.4, 1.3], [-0.6, 0.3, -0.8], [-0.3, 0.1, -0.5], [-0.7, -0.5, 0.3]], "lowdin_charge": [0.15, 0.01, -0.22, -0.06, -0.64, -0.17, -0.06, 0.02, -0.01, 0.11, 0.09, 0.15, 0.12, -0.16, 0.40, -0.16, -0.18, -0.48, 0.42, -0.16, -0.16, -0.17, 0.53, -0.16, -0.18, -0.30, -0.06, -0.01, 0.03, -0.11, -0.01, 0.05, 0.01, 0.03, 0.05, 0.01, -0.01, 0.06, 0.06, 0.00, -0.01, 0.05, 0.02, 0.00, 0.03, 0.03, 0.05, 0.04, 0.01, 0.00, 0.06, 0.04, 0.01, 0.06, 0.04, 0.10, 0.10, 0.09, 0.03, -0.02, -0.49, 0.01, -0.04, 0.01, 0.07, 0.08, 0.08, 0.09, 0.09, 0.04, 0.21, 0.03, -0.05, 0.34]}

{"formula": "C20H40MgN6S", "method": "wB97M-V/def2-TZVPD", "multiplicity": 1, "relative_energy_kcal_mol": 13.87, "charge": 2, "molar_mass_g_mol": 420.95, "lumo_energy_ev": -5.3, "species": ["Mg", "N", "C", "C", "C", "N", "C", "C", "N", "C", "H", "H", "H", "H", "H", "H", "H", "H", "H", "H", "H", "H", "H", "H", "H", "H", "C", "N", "C", "C", "C", "C", "C", "C", "C", "C", "H", "H", "H", "H", "H", "H", "H", "H", "H", "H", "H", "H", "C", "N", "C", "C", "S", "N", "C", "C", "H", "H", "H", "H", "H", "H", "H", "H", "H", "H", "H", "H"], "xyz": [[0.4292, -0.6774, 0.5043], [-0.0248, 1.0656, 3.6304], [-1.1042, 0.5127, 4.5238], [-1.1107, -1.0207, 4.5160], [-1.7027, -1.6959, 3.2662], [-0.7033, -1.8209, 2.1641], [-3.0000, -1.0083, 2.8062], [-2.9731, 0.5186, 2.7369], [-2.1555, 0.9902, 1.5880], [-2.4730, 1.0687, 4.0913], [0.8403, 0.5281, 3.6436], [0.2102, 2.0232, 3.8867], [-0.4399, 1.0703, 2.6347], [-0.8710, 0.8443, 5.5351], [-1.7163, -1.3372, 5.3656], [-0.0990, -1.3957, 4.7014], [-1.9922, -2.7063, 3.5637], [-1.1742, -2.3335, 1.4125], [0.0343, -2.4487, 2.4846], [-3.7732, -1.2747, 3.5276], [-3.3153, -1.4131, 1.8388], [-4.0005, 0.8591, 2.5921], [-2.3714, 1.9647, 1.3937], [-2.4257, 0.4745, 0.7536], [-3.2051, 0.7782, 4.8445], [-2.4513, 2.1623, 4.0891], [3.3315, 1.9726, -2.6031], [2.1434, 1.2722, -2.1256], [2.3619, -0.1607, -2.1179], [1.6138, 1.8239, -0.8792], [2.3871, 1.5086, 0.3876], [3.4622, 2.3254, 0.7425], [4.2433, 2.0301, 1.8488], [3.9624, 0.9055, 2.6094], [2.8717, 0.1097, 2.2785], [2.0539, 0.3966, 1.1794], [3.5606, 1.6292, -3.6116], [4.2118, 1.7982, -1.9703], [3.1326, 3.0431, -2.6458], [2.6904, -0.4702, -3.1100], [1.4141, -0.6807, -1.9104], [3.1179, -0.4907, -1.3907], [0.5803, 1.4574, -0.7638], [1.5560, 2.9046, -1.0222], [3.6880, 3.2011, 0.1440], [5.0722, 2.6704, 2.1197], [4.5937, 0.6475, 3.4505], [2.6921, -0.7802, 2.8847], [-1.3150, 1.3825, -3.4582], [-1.4416, -0.0225, -3.8303], [-2.1343, -0.2760, -5.0939], [-1.2274, -0.9966, -2.9371], [-1.4911, -0.6877, -1.2663], [-0.8589, -2.2037, -3.3756], [-0.2060, -2.3916, -4.6695], [-0.8966, -3.3988, -2.5469], [-1.2415, 1.9646, -4.3746], [-0.4024, 1.5330, -2.8851], [-2.1769, 1.7382, -2.8899], [-3.0551, 0.3096, -5.1058], [-2.4032, -1.3236, -5.1859], [-1.5263, 0.0220, -5.9484], [0.1119, -1.4384, -5.0805], [-0.8619, -2.8930, -5.3822], [0.6737, -3.0178, -4.5193], [-1.6577, -3.3085, -1.7799], [0.0761, -3.5808, -2.0807], [-1.1383, -4.2525, -3.1785]], "forces_ev_per_a": [[-0.9, 0.2, -0.2], [-1.0, 0.1, -1.1], [-0.6, -0.3, 0.1], [0.2, 0.1, -0.4], [-0.3, 0.4, 0.2], [0.2, 0.0, -0.7], [0.3, 0.1, -0.2], [0.2, 0.0, 0.1], [0.5, -0.2, 0.5], [0.3, 0.1, -0.4], [0.2, -0.1, -0.2], [0.0, 0.1, -0.1], [0.6, 0.0, 1.0], [0.0, 0.0, 0.0], [0.0, 0.0, 0.0], [0.0, -0.1, 0.1], [0.1, 0.0, 0.0], [-0.1, -0.2, 0.2], [-0.1, -0.1, 0.1], [0.0, -0.1, 0.0], [0.0, -0.1, 0.1], [-0.1, 0.0, 0.2], [0.1, 0.0, 0.0], [-0.1, 0.1, 0.0], [0.0, 0.0, 0.1], [0.0, 0.0, 0.0], [-0.1, -0.1, 0.0], [0.0, 0.1, -0.1], [0.0, 0.1, 0.1], [0.1, -0.1, 0.0], [0.2, 0.2, 0.2], [0.0, 0.0, -0.1], [0.0, 0.0, 0.0], [0.0, 0.0, 0.1], [0.0, 0.0, 0.1], [-0.1, -0.1, -0.2], [0.0, 0.0, 0.0], [0.0, 0.0, 0.0], [0.0, 0.0, 0.0], [0.0, -0.1, 0.0], [0.0, 0.0, 0.0], [0.0, 0.0, 0.0], [0.0, 0.1, -0.1], [-0.1, 0.0, 0.0], [0.0, 0.0, 0.0], [0.0, 0.0, 0.0], [0.0, 0.0, 0.0], [0.0, 0.0, 0.0], [-0.1, 0.2, 0.1], [0.0, -0.1, 0.2], [-0.1, 0.0, -0.2], [0.3, -0.2, -0.6], [0.3, 0.0, 1.0], [0.0, 0.2, 0.1], [0.1, -0.1, -0.2], [0.0, -0.1, 0.1], [0.0, 0.0, 0.0], [0.0, 0.0, 0.0], [0.0, -0.1, 0.0], [0.0, 0.0, 0.0], [0.0, 0.1, 0.0], [0.0, 0.0, 0.0], [0.0, 0.0, 0.0], [0.0, 0.0, 0.0], [0.0, 0.0, 0.0], [0.0, 0.0, 0.0], [0.0, 0.0, 0.0], [0.0, 0.0, 0.0]], "lowdin_charge": [0.69, 0.22, -0.26, -0.08, -0.32, 0.01, -0.09, -0.34, 0.05, -0.08, 0.12, 0.18, 0.13, 0.16, 0.14, 0.13, 0.15, 0.07, 0.10, 0.14, 0.13, 0.15, 0.11, 0.00, 0.14, 0.13, -0.08, -0.25, -0.10, -0.20, -0.27, -0.03, -0.06, -0.08, -0.18, -0.22, 0.09, 0.09, 0.09, 0.10, 0.03, 0.10, 0.06, 0.13, 0.12, 0.12, 0.11, 0.09, -0.05, -0.19, -0.02, -0.70, 0.69, -0.18, -0.02, -0.06, 0.10, 0.06, 0.09, 0.11, 0.09, 0.11, 0.10, 0.11, 0.11, 0.06, 0.10, 0.11]}

Number 1: energy -36202.4388 eV. Number 2: energy -374448.5449 eV. Number 3: energy -46597.5346 eV.